42
Properties=species:S:1:pos:R:3 method="wB97M-V/def2-TZVPD" gap_ev="6.7 / 4.9" homo_energy_ha="-0.516 / -0.516" s_squared=0.781 total_charge=+2 lumo_ha="-0.271 / -0.335" total_energy_ha=-6246.6715 multiplicity=2
C 4.9992 1.8654 -0.2323
C 3.4485 1.3365 -0.5662
Br 2.3253 1.9436 0.9841
C 3.3633 -0.2686 -0.8882
C 2.1060 -1.0540 -0.1879
C 0.5113 -0.7586 -0.4337
C -0.6310 -1.6851 0.3621
C -2.2105 -1.2338 0.0513
C -2.7360 -1.6885 -1.4349
C -3.1821 -0.3058 -2.2535
S -4.7911 0.4418 -1.6534
C -4.5972 1.3456 -0.0244
S -5.7417 0.9622 1.2092
N -3.5326 2.3604 0.3288
C -2.5338 2.3046 1.5038
C -1.4921 3.5685 1.5762
N -1.9704 4.4046 0.3992
C -3.1408 3.6871 -0.3045
C -0.2689 -2.9097 1.3936
C 1.3504 -3.2282 1.6575
N 1.9068 -4.2859 2.6042
S 3.6346 -4.0800 2.4585
N 3.8437 -2.7788 1.2998
C 2.4794 -2.2929 0.8621
H 5.4052 2.5991 -1.0641
H 4.9640 2.5164 0.7677
H 5.7329 0.9713 0.0060
H 3.1575 1.8984 -1.5779
H 4.3698 -0.7721 -0.4959
H 3.3807 -0.4144 -2.0721
H 0.1624 0.1160 -1.1514
H -2.1757 -0.0409 0.0370
H -2.9188 -1.5202 0.9389
H -3.7304 -2.3080 -1.2793
H -1.9545 -2.3301 -2.0370
H -3.3820 -0.6734 -3.3714
H -2.2901 0.4713 -2.3472
H -2.4478 1.4313 2.3133
H -0.6235 3.7385 2.3504
H -3.6534 4.1754 -1.2378
H -1.0945 -3.5597 1.9440
Cu 3.9583 -3.9489 -0.4346